10
Properties=species:S:1:pos:R:3:nbo_charge:R:1 method="wB97M-V/def2-TZVPD" homo_lumo_gap_ev=9.574 molar_mass_g_mol=80.1 e_tot_ha=-264.19759 charge=0 homo_ev=-9.10
N -0.433 -0.829 -1.064 -0.302
N 0.064 1.516 0.079 -0.408
C 1.097 0.754 0.088 0.111
C -1.010 0.644 -0.089 0.055
C 0.731 -0.651 -0.162 -0.209
C -0.720 -0.745 0.303 -0.121
H -1.990 1.070 -0.308 0.228
H 2.079 1.085 0.403 0.201
H -1.323 -1.426 0.889 0.209
H 1.505 -1.417 -0.140 0.235

---

33
Properties=species:S:1:pos:R:3:nbo_charge:R:1 method="wB97M-V/def2-TZVPD" homo_lumo_gap_ev=6.489 molar_mass_g_mol=616.9 e_tot_ha=-5164.12776 charge=-1 homo_ev=-5.18
Sb -0.116 2.736 -0.207 1.162
Mo 0.069 0.036 0.527 -0.081
Ge -2.556 -1.699 2.101 1.597
S 0.267 0.742 2.555 -0.072
S 0.906 -2.235 0.769 0.014
S 1.150 3.944 -1.640 -0.723
S -1.781 3.965 0.695 -0.736
S 2.149 0.305 -0.557 0.079
S -2.125 0.224 -0.356 0.079
C -4.144 -2.810 1.612 -1.069
C 4.566 -3.499 -0.192 -0.224
C -3.137 -0.047 3.034 -1.082
C 4.349 -1.258 -1.040 -0.211
C 2.555 -2.268 0.220 -0.204
C -1.653 -1.266 0.400 -0.966
C 3.307 -3.429 0.364 -0.210
C 5.076 -2.427 -0.913 -0.233
C -1.273 -2.680 3.257 -1.081
C 3.090 -1.172 -0.456 -0.192
H 6.042 -2.514 -1.388 0.204
H 4.738 -0.416 -1.592 0.220
H -3.927 -0.271 3.745 0.219
H -3.862 -3.672 1.015 0.223
H -3.503 0.698 2.329 0.250
H 2.875 -4.262 0.900 0.211
H -2.297 0.386 3.572 0.242
H -4.655 -3.159 2.502 0.221
H -0.957 -3.612 2.799 0.230
H -1.712 -2.899 4.225 0.218
H -0.390 -2.057 3.403 0.246
H -1.607 -2.089 -0.321 0.240
H 5.144 -4.406 -0.084 0.203
H -4.837 -2.212 1.032 0.227

---

19
Properties=species:S:1:pos:R:3:nbo_charge:R:1 method="wB97M-V/def2-TZVPD" homo_lumo_gap_ev=8.384 molar_mass_g_mol=224.0 e_tot_ha=-3104.17031 charge=+1 homo_ev=-12.72
Br 3.880 -2.045 -1.192 0.419
O 0.528 -2.462 -0.750 -0.603
O 2.653 -2.936 1.194 -0.292
O 0.783 0.690 0.646 -0.472
N -1.011 -0.352 -0.372 -0.616
N 1.124 -1.392 -0.179 -0.351
C 2.919 -2.491 0.210 0.646
C -1.153 2.011 0.007 -0.470
C -0.150 1.763 1.037 -0.086
C -1.954 0.744 -0.379 -0.210
C 0.262 -0.358 0.050 0.733
H -2.348 0.881 -1.375 0.222
H -1.671 2.882 0.586 0.266
H -0.588 2.368 -0.844 0.233
H 0.687 2.586 1.142 0.234
H -0.329 1.380 2.062 0.220
H -1.366 -1.320 -0.419 0.433
H -2.780 0.556 0.298 0.218
H 0.513 -2.504 -1.720 0.477

---

14
Properties=species:S:1:pos:R:3:nbo_charge:R:1 method="wB97M-V/def2-TZVPD" homo_lumo_gap_ev=10.934 molar_mass_g_mol=103.1 e_tot_ha=-370.50546 charge=+1 homo_ev=-14.03
N 0.022 -0.150 1.018 -0.519
N 0.121 2.183 -1.099 -0.055
N 0.405 0.103 -1.945 -0.604
N -0.964 -2.157 -0.268 -0.947
N 0.397 1.239 -1.619 0.269
N 0.696 1.961 1.930 -0.823
C 0.455 0.840 1.318 0.573
H 1.222 1.746 2.803 0.438
H 0.891 -0.228 -2.836 0.418
H -0.365 -1.532 0.450 0.472
H -1.958 -2.001 -0.257 0.429
H -0.935 -3.155 -0.010 0.444
H 0.584 2.856 1.606 0.443
H -0.572 -1.705 -1.091 0.460